# 1
73
Properties=species:S:1:pos:R:3:forces:R:3 method="wB97M-V/def2-TZVPD" s2=8.77 e_lumo_ev="-0.4 / -2.0" gap_ev="7.88 / 6.88" multiplicity=6 total_charge=0
Fe -1.8123 -1.8212 -1.8033 0.0 0.5 -0.4
C -1.9245 -0.8320 3.7555 0.0 -0.1 0.0
N -2.2687 -0.8588 2.3438 0.1 0.0 0.0
C -1.5888 -1.4043 1.3413 0.0 0.0 0.0
N -2.1560 -1.0728 0.1922 -0.2 -0.3 0.1
C -3.2297 -0.3196 0.5780 0.1 0.0 0.0
N -3.3199 -0.1552 1.8707 0.0 0.0 0.0
C -1.1687 0.4202 4.1256 0.0 0.0 0.0
C -1.6395 1.2683 5.1160 0.0 0.0 0.0
C -0.9256 2.4101 5.4618 0.0 0.0 0.0
C 0.2563 2.7157 4.8152 0.0 0.0 0.0
C 0.7275 1.8698 3.8120 0.0 0.0 0.0
C 0.0174 0.7274 3.4729 0.0 0.0 0.0
C 1.9621 2.2110 3.1122 0.0 0.0 0.0
N 2.7673 3.1881 3.3367 0.0 0.0 0.0
N 3.7708 3.0989 2.3825 0.0 0.0 0.0
C 3.4929 2.0761 1.6547 0.0 0.0 0.0
O 2.3552 1.4513 2.0549 0.0 0.0 0.0
C 4.2176 1.5703 0.4923 0.0 0.0 0.0
C 5.3882 2.2156 0.0959 0.0 0.0 0.0
C 6.0629 1.7744 -1.0259 0.0 0.0 0.0
C 5.5745 0.6983 -1.7568 0.0 0.0 0.0
C 4.4179 0.0451 -1.3587 0.0 0.0 0.0
C 3.9084 -1.1348 -2.1499 0.0 0.0 -0.1
N 2.4900 -1.0299 -2.4475 -0.1 0.0 0.0
C 1.4736 -1.6407 -1.8430 0.1 -0.1 -0.1
N 0.3267 -1.1928 -2.3330 0.0 -0.1 0.1
C 0.7314 -0.2819 -3.2646 0.0 0.1 0.0
N 2.0307 -0.1517 -3.3624 0.0 0.0 0.0
C 3.7410 0.4832 -0.2282 0.0 0.0 0.0
H -1.3290 -1.7247 3.9511 0.0 0.0 0.0
H -2.8511 -0.9130 4.3195 0.0 0.0 0.0
H -0.7300 -2.0401 1.4682 0.0 0.0 0.0
H -3.9420 0.0912 -0.1168 0.0 0.0 0.0
H -2.5732 1.0414 5.6157 0.0 0.0 0.0
H -1.3029 3.0684 6.2323 0.0 0.0 0.0
H 0.8190 3.6047 5.0643 0.0 0.0 0.0
H 0.3939 0.0782 2.6911 0.0 0.0 0.0
H 5.7448 3.0598 0.6696 0.0 0.0 0.0
H 6.9656 2.2776 -1.3443 0.0 0.0 0.0
H 6.0966 0.3696 -2.6471 0.0 0.0 0.0
H 4.0430 -2.0707 -1.6058 0.0 0.0 0.0
H 4.4397 -1.2148 -3.0964 0.0 0.0 0.0
H 1.5940 -2.4086 -1.0995 0.0 0.0 0.0
H 0.0546 0.3034 -3.8649 0.0 0.0 0.0
H 2.8285 -0.0083 0.0887 0.0 0.0 0.0
Se -2.5332 0.6710 -2.7454 0.0 0.0 -0.1
C -2.2501 1.9327 -1.3580 0.0 0.1 0.1
C -1.0997 1.9001 -0.5736 0.0 0.0 0.0
C -0.9538 2.8490 0.4249 0.0 0.0 0.0
N -1.8616 3.7815 0.7033 0.0 0.0 0.0
C -2.9588 3.7998 -0.0481 0.0 0.0 0.0
C -3.1965 2.9155 -1.0909 0.0 0.0 0.0
H -0.3362 1.1503 -0.7356 0.0 0.0 0.0
H -0.0608 2.8544 1.0411 0.0 0.0 0.0
H -3.6911 4.5632 0.1898 0.0 0.0 0.0
H -4.1042 2.9857 -1.6747 0.0 0.0 0.0
N -3.1115 -2.0670 -4.7799 0.1 0.0 0.0
N -1.8855 -2.2335 -4.0566 0.0 -0.2 0.0
H -2.9384 -2.0913 -5.7780 0.0 0.0 0.0
H -3.5127 -1.1675 -4.5430 0.0 0.0 0.0
H -1.1011 -1.7939 -4.5319 0.0 0.0 0.0
H -1.6906 -3.2298 -4.0244 0.0 0.0 0.0
F -0.0936 -3.1861 -0.2211 0.0 -0.1 0.0
P -0.7220 -4.6569 -0.7000 0.0 0.0 0.1
F 0.7655 -5.1379 -1.0250 0.0 0.0 0.0
F -1.3506 -6.0110 -1.2149 0.0 0.0 0.0
F -0.8178 -4.0018 -2.2349 0.1 0.1 0.1
F -2.1867 -4.0044 -0.4438 0.0 0.0 0.0
F -0.6366 -5.1569 0.8080 0.0 0.0 0.0
O -4.8276 -0.4732 -2.2307 0.1 0.0 0.0
N -4.9120 -1.6898 -2.0300 0.0 0.0 0.0
O -3.8626 -2.3447 -1.8934 -0.1 0.0 0.0

# 2
58
Properties=species:S:1:pos:R:3:forces:R:3 method="wB97M-V/def2-TZVPD" s2=6.01 e_lumo_ev="-6.6 / -6.5" gap_ev="7.38 / 7.45" multiplicity=5 total_charge=+2
Pm -0.4432 -0.9070 0.2614 0.6 -0.7 -0.1
Se 1.1590 -2.4086 2.1446 -0.4 0.6 -0.2
P 1.9386 -0.3237 2.4010 0.0 -1.4 -0.1
Se 0.2511 1.0667 2.0477 0.5 0.5 0.2
C 3.2216 -0.2346 1.1207 -0.3 -0.5 -1.2
C 3.7538 -1.3502 0.4307 -0.1 1.8 -0.3
C 4.6304 -1.1359 -0.6367 0.5 -1.8 1.2
C 5.0946 0.1453 -0.8845 0.5 0.7 -1.7
C 4.5066 1.2699 -0.3111 -0.1 -0.7 0.3
C 3.5223 1.0297 0.6480 1.2 0.6 0.6
C 2.6830 -0.0907 4.0120 0.5 -0.2 0.2
C 2.0705 0.7306 4.9560 -1.1 1.0 -1.5
C 2.6865 0.9697 6.1511 0.2 -1.2 0.4
C 3.8342 0.2999 6.5579 -0.1 0.1 -1.4
C 4.4182 -0.5592 5.6389 1.2 -1.3 -0.4
C 3.8821 -0.7569 4.3392 0.1 -0.5 0.7
H 3.4691 -2.3298 0.6791 -0.3 -1.1 0.4
H 5.0413 -2.1053 -1.0415 -0.2 1.6 -0.1
H 5.8805 0.3463 -1.6343 -0.4 -0.5 0.4
H 4.8622 2.2682 -0.5869 -0.3 -0.4 0.3
H 3.1333 1.8284 1.2292 -0.5 1.0 0.0
H 1.1226 1.2876 4.6796 1.2 -0.8 0.5
H 2.1494 1.5204 6.8423 -0.7 1.4 1.3
H 4.2891 0.4798 7.5135 0.0 -0.1 0.3
H 5.3310 -1.1509 5.9673 -1.2 0.8 -0.7
H 4.3435 -1.5214 3.6668 -0.4 0.9 0.5
C -4.1856 -3.0227 0.8195 1.6 1.0 -0.5
S -3.2396 -1.9118 -0.2542 -0.5 0.9 0.4
O -1.9905 -2.6098 -0.5701 0.2 -0.5 -0.2
O -2.8173 -0.6897 0.5231 -0.8 -0.9 -0.8
O -3.9992 -1.5566 -1.5181 1.0 -0.2 0.8
H -4.1793 -3.9623 0.3277 0.3 -1.0 -0.4
H -5.1786 -2.7492 1.0010 -1.4 0.9 0.1
H -3.6118 -2.9852 1.7462 0.0 -0.3 -0.1
Ge -3.1006 -0.6063 -3.1183 -1.2 -0.7 0.1
C -1.2503 -0.3927 -2.7054 -0.6 0.2 0.5
C -0.3496 -1.4068 -2.9092 -0.3 -0.9 -0.8
C 0.9569 -1.3229 -2.4914 0.9 -0.6 0.5
C 1.4069 -0.1248 -1.9264 -0.1 0.4 0.1
C 0.5286 0.9664 -1.8437 0.6 -0.2 0.4
C -0.8069 0.7851 -2.1662 0.7 0.9 0.3
C -4.1496 0.9471 -3.1322 -0.9 0.7 1.0
C -4.0345 1.7277 -4.2994 0.7 -0.5 -0.2
C -4.7017 2.9339 -4.4277 -0.3 -0.1 1.4
C -5.5079 3.3434 -3.3114 0.7 0.2 -2.2
C -5.6310 2.5884 -2.1601 0.9 -0.6 -1.2
C -4.9647 1.3621 -2.0427 -0.1 0.6 -1.1
H -3.2632 -1.6320 -4.2248 -0.1 -0.2 0.1
H -0.7274 -2.2410 -3.4742 0.3 -0.7 0.2
H 1.6036 -2.2135 -2.5611 -0.2 0.7 -0.1
H 2.4077 -0.0129 -1.5313 0.2 -0.1 -0.2
H 0.8515 1.9409 -1.4860 0.1 -0.3 0.1
H -1.4397 1.6114 -1.9789 -0.9 0.7 0.0
H -3.3723 1.3464 -5.1080 -0.6 0.5 0.4
H -4.5590 3.5400 -5.3305 -0.4 -0.2 0.5
H -6.0521 4.2634 -3.5001 -0.1 0.0 0.6
H -6.2464 2.9259 -1.3808 -0.8 0.4 0.9
H -5.2282 0.7899 -1.1574 0.6 -0.3 -0.2

Number 1: electronic energy -6455.740567 Eh. Number 2: electronic energy -9420.045724 Eh.